# C36H39CoN4O4PSe2

A molecular structure, C36H39CoN4O4PSe2 (the ωB97M-V functional and the def2-TZVPD basis, OMol25).

The geometry in XYZ format:
```
87
Properties=species:S:1:pos:R:3:forces:R:3:mulliken_charge:R:1
Se -0.25484 2.29171 -0.66130 -0.240 -0.166 0.370 0.518
Se 0.12587 -0.24181 -3.47252 -0.145 -0.232 0.241 0.343
Co -0.34972 -0.34151 0.37174 0.188 0.432 -0.516 -0.097
P 0.03356 0.30020 2.56508 -0.281 0.038 -0.153 2.131
O -6.09103 1.78347 2.10664 0.011 0.026 0.055 -0.605
O -8.07657 1.13942 1.59024 -0.046 0.018 0.042 -0.634
O -2.23345 0.00647 -0.17869 -0.300 -0.237 0.401 0.103
O -2.50304 -1.30318 -1.97605 -0.027 -0.071 0.072 -0.622
N -0.23304 -4.94473 -2.30759 0.118 0.001 0.070 -0.449
N -0.86666 -5.14881 -0.09432 -0.056 -0.021 0.138 -0.678
N -0.60712 -2.40142 0.22235 0.160 0.074 0.041 0.847
N -6.87352 1.13949 1.43725 0.120 -0.184 -0.286 1.030
C -2.04270 1.94970 2.28710 -0.058 -0.025 0.017 -0.214
C -1.07000 1.27619 -3.30287 0.028 0.092 -0.068 -0.486
C -4.42956 -0.55184 -0.82123 -0.029 -0.014 0.008 0.242
C 1.59458 -0.41654 0.28112 0.205 -0.231 0.096 -2.037
C -5.29165 -1.23341 -1.67149 -0.014 -0.031 -0.003 -0.709
C -6.31772 0.29514 0.34637 -0.171 0.246 0.319 -0.023
C -1.00449 -3.18372 1.24018 -0.206 0.149 0.000 -0.894
C 1.55746 2.95384 -0.54114 0.116 -0.006 -0.095 -0.774
C -1.33014 0.20167 5.02812 -0.071 0.030 0.060 -1.258
C -1.72651 -0.37211 6.22670 -0.001 0.012 -0.023 -0.839
C -0.09876 3.21826 2.95474 0.035 -0.018 -0.030 0.626
C 1.83652 0.33029 2.66260 -0.001 0.069 0.039 0.806
C -2.83043 3.08717 2.26476 0.080 -0.036 -0.010 -0.849
C 1.57346 0.65984 -4.37888 0.111 0.133 -0.082 -1.118
C 4.59434 0.32352 2.52278 -0.032 0.015 0.059 -0.731
C -0.49938 -4.36738 -1.09561 -0.013 0.003 -0.202 0.358
C 2.44301 0.02420 1.44928 0.038 -0.021 -0.135 0.721
C -0.45252 -0.45541 4.16780 0.088 -0.025 -0.056 0.865
C 1.33602 3.39877 3.38002 -0.005 0.001 0.032 -1.056
C -0.35927 -2.27533 5.73776 -0.025 0.011 -0.009 -0.935
C 1.05726 -2.48988 3.70816 0.012 0.026 -0.019 -1.693
C 3.96892 0.54890 3.75227 0.031 -0.037 -0.095 -0.876
C -2.93399 -0.65567 -1.01928 0.209 0.123 -0.105 -0.391
C -1.12150 -4.54220 1.06826 -0.001 -0.033 -0.045 -0.668
C -0.68815 1.98517 2.63858 -0.051 0.007 0.183 0.647
C 3.84334 0.06062 1.39327 -0.057 -0.054 -0.045 -0.825
C -1.24201 -1.62031 6.58149 0.007 0.003 -0.012 -0.733
C -7.19853 -0.37862 -0.47731 0.034 -0.102 -0.125 -0.573
C 0.05336 -1.71676 4.53012 0.019 -0.034 0.006 1.256
C 2.59092 0.54886 3.81690 -0.016 0.006 0.037 -0.664
C -4.94895 0.22701 0.20145 0.093 0.048 -0.019 0.343
C -2.24189 4.30787 2.55518 0.019 0.004 0.001 -1.005
C -0.35485 -2.97711 -0.93257 -0.034 -0.165 0.177 -0.024
C -0.89735 4.36067 2.88429 -0.013 0.007 -0.007 -1.174
C -6.66699 -1.15016 -1.50123 -0.029 0.020 0.036 -0.620
C -0.49563 2.48935 -2.58969 0.074 -0.087 -0.127 -0.936
H -0.22766 -4.36147 -3.12563 -0.060 -0.003 0.000 0.217
H -1.43705 -5.17035 1.89271 0.003 -0.019 -0.023 0.408
H -1.25644 -2.69700 2.17171 0.052 0.009 0.026 0.897
H 0.02522 -3.24982 6.01777 0.002 0.004 -0.007 0.488
H 1.87067 -1.45400 0.04772 0.079 0.014 0.000 0.564
H -1.71573 1.17779 4.76182 0.017 -0.041 -0.003 0.406
H -2.41375 0.15724 6.87395 0.007 -0.006 0.001 0.459
H -8.26230 -0.29305 -0.31485 0.002 0.004 -0.004 0.494
H 4.55974 0.71889 4.64300 -0.001 0.004 -0.003 0.450
H -0.53316 -5.89693 -2.42261 -0.034 -0.001 -0.017 0.275
H 1.83078 2.96816 0.51196 -0.039 -0.023 -0.009 -0.054
H 2.07081 -2.31571 4.07747 -0.012 0.013 0.025 0.379
H 1.85137 0.16781 -0.60901 0.069 -0.049 -0.062 0.692
H 2.09131 0.71821 4.76466 -0.005 -0.010 -0.015 0.564
H 2.24000 2.29428 -1.07568 0.011 0.039 0.002 0.297
H 5.67556 0.32688 2.45932 0.000 0.012 0.011 0.394
H 2.15259 1.27741 -3.69569 0.018 0.017 -0.031 0.257
H 0.47660 2.77292 -2.99402 -0.019 -0.040 -0.028 0.452
H 1.56042 4.46131 3.46796 0.012 -0.001 -0.008 0.457
H -0.44182 5.31821 3.10900 -0.014 0.004 -0.003 0.382
H 0.85443 -3.55986 3.77480 0.012 0.014 0.016 0.563
H -0.06242 -2.34848 -1.75460 0.092 0.112 -0.133 -0.315
H -1.94434 0.86912 -2.80017 0.020 0.051 0.007 -0.113
H -2.82514 5.21937 2.52170 0.003 -0.002 0.007 0.396
H -1.36788 1.56091 -4.31323 -0.012 0.035 0.002 0.615
H 1.06200 -2.21620 2.65485 -0.064 0.018 -0.024 -0.046
H -3.87927 3.01605 2.00695 0.009 0.006 0.010 0.345
H 4.33619 -0.15977 0.45260 0.005 0.008 0.012 0.506
H 1.17828 1.26453 -5.19355 0.042 0.013 -0.013 0.321
H -4.29039 0.77684 0.85772 -0.047 -0.047 -0.026 0.034
H 1.52290 2.94071 4.35200 -0.027 0.016 0.003 0.285
H 2.21845 -0.11133 -4.79400 0.020 0.011 0.003 0.372
H -1.54849 -2.08371 7.51063 0.007 0.003 -0.003 0.391
H -7.33086 -1.68570 -2.16670 0.004 -0.002 0.004 0.409
H 2.04999 2.95350 2.68803 -0.036 0.013 -0.010 0.192
H -2.47841 0.99805 1.99929 0.028 0.038 0.035 0.494
H -4.85529 -1.83003 -2.46170 -0.020 0.007 -0.009 0.478
H 1.60461 3.96527 -0.93772 0.031 -0.001 -0.003 0.487
H -1.16311 3.33776 -2.73520 -0.037 0.018 0.039 0.462
```
Forces are in eV/Å.

- frontier orbital gap (spin up / spin down) (eV) = 7.5 / 8.1
- spin multiplicity = 2
- E_LUMO (spin up / spin down) (eV) = -0.10 / -0.10
- energy relative to the best compared isomer or geometry (same formula, charge and spin) (kJ/mol) = 17.42